Entry 1:
112
Properties=species:S:1:pos:R:3 method="wB97M-V/def2-TZVPD" charge=-1 spin_multiplicity=2 orbital_gap_ha="0.0602 / 0.3554"
C -0.96530 -1.03505 -3.02137
O -1.39754 0.33068 -3.03142
C -0.86983 1.09016 -1.84585
C -1.27956 0.60364 -0.43813
O -0.40684 -0.41892 -0.08252
C -0.24305 -0.59987 1.29434
H 0.10877 -1.19656 -3.11298
H -1.39895 -1.50075 -3.90634
H -1.42185 -1.52563 -2.16172
H -1.29312 2.07165 -2.05941
H 0.21152 1.16002 -1.96369
H -2.28435 0.18156 -0.45687
H -1.32555 1.41682 0.28624
H 0.29717 0.17166 1.84298
H 0.34615 -1.50866 1.41695
H -1.17636 -0.63109 1.85654
C -0.64796 3.54311 3.10969
O -2.03543 2.97997 2.94009
C -2.91015 3.54618 3.91033
C -4.26289 2.78573 3.94309
O -4.15522 1.59400 4.69630
C -3.57863 0.46467 4.04468
H -0.29279 3.27377 4.10438
H -0.63357 4.60809 2.87797
H 0.04983 3.01612 2.45893
H -3.22384 4.54275 3.59960
H -2.43772 3.60956 4.89059
H -4.66481 2.67680 2.93578
H -5.07749 3.32886 4.42219
H -2.58337 0.51229 3.60277
H -4.24339 0.26194 3.20498
H -3.66807 -0.37875 4.72934
C -5.30452 -1.29580 -0.60256
O -6.49698 -0.60124 -0.76683
C -6.47633 0.72990 -0.17758
C -7.77374 1.35929 -0.27715
O -8.26921 1.39327 -1.63200
C -9.42895 2.15931 -1.87278
H -4.41074 -0.92959 -1.10769
H -5.49854 -2.29399 -0.99509
H -4.89951 -1.34696 0.40811
H -5.75519 1.24937 -0.80862
H -6.08396 0.68689 0.83844
H -7.61086 2.40333 -0.00963
H -8.54689 0.96657 0.38324
H -9.38807 3.19650 -1.54012
H -10.26231 1.62568 -1.41579
H -9.54467 2.14942 -2.95658
C 8.10227 1.74093 -0.55760
O 6.84519 1.54758 0.15215
C 6.08127 2.70808 0.33968
C 4.85107 2.37828 1.29953
O 4.00559 1.25336 0.86519
C 3.21207 1.41422 -0.28029
H 8.07652 1.40257 -1.59344
H 8.93884 1.17348 -0.14986
H 8.38768 2.79024 -0.63226
H 5.71580 3.03862 -0.63258
H 6.66331 3.50005 0.81097
H 4.36077 3.35127 1.33110
H 5.19056 2.12222 2.30316
H 2.33822 2.06517 -0.30768
H 2.69930 0.47771 -0.49960
H 3.84966 1.61597 -1.14103
C -1.31337 -3.30766 4.21743
O -2.03545 -3.91038 3.14658
C -1.18285 -4.15048 2.02736
C -0.62206 -5.55521 2.04850
O 0.58862 -5.75380 2.81207
C 1.12236 -7.03865 2.68777
H -0.64287 -2.51088 3.89545
H -0.75005 -4.12039 4.67595
H -1.98915 -3.02924 5.02608
H -0.44092 -3.42796 1.68737
H -1.88950 -4.11051 1.19842
H -0.45182 -5.89805 1.02792
H -1.43569 -6.23407 2.30393
H 2.17605 -6.98088 2.96073
H 1.02691 -7.44168 1.67952
H 0.57610 -7.67219 3.38658
C 3.54734 -3.91601 3.50765
O 4.49608 -3.41764 2.62173
C 4.35239 -3.89872 1.29304
C 3.15980 -3.30228 0.51155
O 3.03712 -3.76577 -0.81671
C 2.09661 -2.95242 -1.58134
H 3.90471 -3.71111 4.51681
H 3.27182 -4.95383 3.32029
H 2.60412 -3.37233 3.45443
H 4.25604 -4.98433 1.27708
H 5.27750 -3.70595 0.74980
H 3.40825 -2.24100 0.50471
H 2.24724 -3.45349 1.08816
H 1.04825 -3.04842 -1.29878
H 2.10664 -3.34451 -2.59832
H 2.42706 -1.91371 -1.58122
C 2.13415 0.51981 -5.55873
O 2.51785 1.90738 -5.79364
C 1.75140 2.95682 -5.31620
C 2.05552 4.24560 -6.04980
O 3.47799 4.38635 -5.90945
C 3.85906 5.74718 -6.27203
H 1.65238 0.55472 -4.58160
H 2.96212 -0.18869 -5.53429
H 1.34132 0.15851 -6.21369
H 1.91791 3.07514 -4.24551
H 0.68052 2.79773 -5.44273
H 1.59496 5.07847 -5.51847
H 1.79126 4.33556 -7.10345
H 3.43601 6.61711 -5.76968
H 3.87582 5.92394 -7.34747
H 4.87068 6.00155 -5.95577


Entry 2:
26
Properties=species:S:1:pos:R:3 method="wB97M-V/def2-TZVPD" relative_energy_kj_mol=354.4 orbital_gap_ha=0.2692
C 0.26633 0.52671 -0.68558
C -0.84908 0.77563 -1.09803
C 2.09850 -0.96280 -0.12103
C 3.29971 -1.23993 0.37804
C 2.60298 1.34218 -0.08240
C 1.61376 0.31270 -0.38634
C 4.19872 -0.13146 0.41493
C -1.73821 -3.99486 -0.25636
C -2.35759 1.97202 0.97530
C -2.25860 2.35457 -0.50399
N 3.83426 1.10552 0.23684
N -2.03072 1.26518 -1.32298
O -1.95411 -1.62644 0.34037
S -1.10205 -2.77979 0.50449
Cl 5.70362 -0.41674 1.16962
H 1.42672 -1.77154 0.01210
H 3.45118 -2.24383 0.74134
H 2.21487 2.35074 -0.18997
H -2.57955 -4.08953 -0.97000
H -1.22314 -4.93591 -0.20009
H -1.39242 2.07996 1.47992
H -3.07192 2.64478 1.39710
H -2.56642 0.86913 1.08376
H -3.26564 2.80551 -0.78578
H -1.50451 3.13679 -0.70657
H -2.81669 0.65140 -1.42468


Sequential E_tot output: -2161.717850, -1430.619413 hartree